Molecular formula: C29H26CeF3N6O4
Method: DFT, ωB97M-V/def2-TZVPD

```
69
Properties=species:S:1:pos:R:3:forces:R:3
H 1.64004 -6.00926 1.24657 -0.310 -0.018 0.084
C -3.31507 3.51823 2.50413 -0.328 0.145 -0.062
H -6.78655 0.09321 0.62307 0.249 -0.059 0.030
H -0.75065 -1.79610 -4.85482 -0.062 0.082 -0.302
C -0.96879 -0.73347 -4.97714 0.212 0.238 0.507
H 1.90525 -1.20514 -4.60148 -0.288 0.233 0.141
Ce 0.21439 0.06213 0.90304 0.342 -0.513 -1.233
C -1.59092 2.93787 0.97818 0.624 0.528 -0.805
C 0.13346 -0.12473 -2.78311 -0.279 0.096 -0.639
C 1.99306 -2.75454 0.55303 0.055 -0.330 -0.131
C -2.17910 1.44492 2.64408 -0.032 1.125 -1.193
C -3.46465 -0.07066 -0.02199 -0.812 -0.099 0.594
C -0.17226 1.61796 -4.38802 -0.141 -0.034 -0.770
C 4.64014 1.37851 0.59181 0.307 0.462 -0.695
H 5.11106 2.02350 -0.13781 0.029 0.059 0.071
N 2.61561 0.46415 1.45394 0.133 0.153 0.093
H 2.67340 1.90535 -0.01571 -0.126 0.230 -0.300
C 3.36090 -0.24972 2.31821 -0.520 -0.365 0.393
H -2.65654 4.81257 0.91879 0.107 0.337 -0.109
C 3.27749 1.30536 0.63328 -0.475 -0.356 0.147
N 0.11648 -0.15522 -1.62960 0.060 -0.143 0.014
O -0.47191 4.16868 -0.80253 -0.149 0.200 0.197
N -1.45785 1.75717 1.55695 0.261 -0.374 0.857
C 6.89946 0.63907 1.30823 0.512 -0.553 0.144
H -0.10309 1.87583 -5.46385 0.032 0.019 0.608
H 0.54942 2.21648 -3.81984 -0.161 -0.078 -0.179
C -4.15068 -1.89185 1.42591 -0.633 -0.018 -0.040
C -4.75555 0.41595 -0.05302 -0.648 0.122 0.313
C 1.34670 -4.97811 1.08476 0.255 -0.480 -0.083
F 7.47777 -0.51501 1.65698 -0.355 0.002 0.044
H -2.69710 0.40456 -0.57019 0.790 0.430 -0.665
O -2.12640 -0.20351 4.36888 0.401 0.860 -1.914
H 0.32729 4.27911 -1.35928 -0.218 -0.170 0.154
H -5.01729 1.31797 -0.60459 0.144 -0.274 -0.013
H -1.19673 1.81854 -4.07027 0.076 0.163 0.066
H -1.01061 -0.43672 -6.03184 0.175 -0.248 0.220
F 7.35211 1.58611 2.10704 0.196 0.492 0.278
C -0.45903 3.11576 -0.05948 -0.404 -0.283 0.522
C -5.75780 -0.26146 0.66138 0.269 0.407 -0.454
C 5.39598 0.58345 1.42001 -0.216 -0.299 0.225
C -2.53019 3.86928 1.41387 0.257 -0.315 -0.322
C -5.44628 -1.40931 1.37317 -0.619 -0.122 0.165
H 1.50021 -0.12475 -5.90634 -0.028 0.166 0.046
H 2.76744 -2.03511 0.31197 -0.147 0.108 -0.033
N 0.72726 -2.31313 0.67010 0.397 0.011 0.011
H 2.81958 -0.89604 3.01542 0.164 0.185 -0.206
O 0.43059 2.24563 -0.10884 -0.593 0.526 -0.035
C 2.33863 -4.08912 0.71759 -0.198 0.609 0.225
H -1.94743 -0.52641 -4.54694 -0.065 -0.026 0.029
O -0.68534 -0.35233 2.61942 -0.372 0.439 0.909
H 5.26339 -0.83638 3.04018 0.229 -0.126 0.169
C 0.11985 0.11081 -4.27504 0.428 -0.209 0.646
H 2.26112 0.53793 -4.44683 -0.089 -0.143 -0.071
H -6.26405 -1.94325 1.85905 0.376 0.065 0.008
H -3.72429 2.02804 3.97300 -0.274 -0.229 0.560
N -1.59570 -2.81766 1.03633 0.403 0.681 -0.532
C 0.03354 -4.54507 1.21007 0.080 0.056 -0.064
H -0.77796 -5.20671 1.48676 0.056 0.050 -0.057
F 7.25409 0.90700 0.05767 0.030 0.168 -0.295
H -3.96717 -2.81378 1.93958 0.353 -0.206 0.226
C -3.17720 -1.19836 0.73558 1.250 -0.431 -0.528
C -0.22826 -3.21166 0.96144 -0.486 -0.384 0.264
C -1.74639 0.23819 3.31685 0.169 -2.382 2.565
N -1.80171 -1.65005 0.65065 -0.581 -0.259 0.476
C -3.14615 2.29122 3.11808 -0.042 0.239 0.102
H 3.36857 -4.39829 0.63121 0.046 -0.020 -0.114
C 1.53577 -0.19374 -4.81792 0.089 -0.165 -0.039
H -4.06087 4.19194 2.91101 0.086 0.106 -0.198
C 4.73753 -0.21581 2.33920 0.006 -0.083 -0.023
```
Positions in Å, forces in eV/Å.

Results
HOMO-LUMO gap = 5.917 eV
E_HOMO = -0.6270 hartree
total charge = +3
ΔE to the lowest compared entry with this formula, charge and spin = 0.0 kcal/mol